(1)
{"formula": "C24H22N4O5S", "method": "ωB97M-V/def2-TZVPD", "species": ["C", "H", "O", "C", "C", "C", "C", "C", "C", "C", "N", "N", "C", "N", "C", "O", "C", "C", "C", "C", "C", "C", "H", "H", "S", "O", "O", "N", "C", "H", "H", "H", "C", "C", "C", "C", "C", "C", "C", "H", "H", "H", "H", "H", "H", "H", "H", "H", "H", "O", "H", "H", "H", "H", "H", "H"], "xyz": [[-0.719, -2.055, -2.350], [-1.776, -1.897, -2.554], [-0.069, -0.898, -2.838], [1.284, -0.878, -2.858], [2.092, -1.856, -2.287], [3.468, -1.790, -2.410], [4.071, -0.759, -3.115], [3.287, 0.231, -3.669], [1.900, 0.193, -3.537], [1.127, 1.284, -4.076], [1.532, 2.205, -4.899], [0.521, 3.078, -5.064], [-0.455, 2.652, -4.325], [-1.676, 3.252, -4.174], [-2.567, 3.080, -3.135], [-3.672, 3.560, -3.180], [-2.034, 2.289, -1.985], [-2.698, 1.139, -1.575], [-2.171, 0.369, -0.552], [-0.992, 0.761, 0.051], [-0.350, 1.929, -0.312], [-0.877, 2.704, -1.329], [-0.383, 3.618, -1.627], [0.563, 2.200, 0.196], [-0.271, -0.301, 1.300], [-0.193, -1.633, 0.765], [0.939, 0.303, 1.779], [-1.497, -0.283, 2.445], [-1.533, 0.974, 3.157], [-2.443, 1.018, 3.754], [-0.661, 1.106, 3.806], [-1.549, 1.775, 2.420], [-1.588, -1.482, 3.271], [-0.476, -1.579, 4.281], [-0.664, -1.156, 5.591], [0.382, -1.192, 6.497], [1.627, -1.646, 6.098], [1.821, -2.070, 4.794], [0.775, -2.039, 3.889], [0.925, -2.362, 2.871], [2.791, -2.425, 4.480], [2.445, -1.670, 6.804], [0.224, -0.862, 7.513], [-1.636, -0.801, 5.905], [-2.566, -1.468, 3.762], [-1.545, -2.321, 2.574], [-2.650, -0.539, -0.223], [-3.608, 0.847, -2.075], [-1.939, 3.898, -4.908], [-0.157, 1.508, -3.684], [3.719, 1.059, -4.209], [5.144, -0.725, -3.219], [4.074, -2.557, -1.952], [1.649, -2.663, -1.726], [-0.377, -2.948, -2.881], [-0.564, -2.175, -1.275]], "lowdin_charge": [-0.07, 0.10, -0.08, -0.21, -0.01, -0.07, -0.08, -0.02, -0.07, -0.26, 0.10, 0.10, -0.38, 0.20, -0.41, 0.11, -0.14, 0.02, -0.05, -0.27, -0.03, 0.00, 0.13, 0.12, 0.68, -0.30, -0.26, -0.27, -0.09, 0.10, 0.10, 0.09, -0.16, -0.23, -0.05, -0.08, -0.09, -0.07, -0.04, 0.10, 0.11, 0.10, 0.10, 0.11, 0.13, 0.12, 0.12, 0.13, 0.17, 0.13, 0.11, 0.10, 0.11, 0.11, 0.10, 0.06], "e_homo_ev": -8.346, "lumo_ev": -0.005, "total_charge": 0, "relative_energy_kj_mol": 368.1}

(2)
{"formula": "C6H12S2", "method": "ωB97M-V/def2-TZVPD", "species": ["C", "C", "C", "C", "H", "H", "H", "H", "H", "H", "C", "S", "S", "C", "H", "H", "H", "H", "H", "H"], "xyz": [[1.652, 0.486, 2.799], [2.081, -0.408, 1.916], [2.431, -0.117, 0.535], [3.102, -0.957, -0.247], [1.553, 1.543, 2.581], [1.403, 0.174, 3.805], [2.207, -1.435, 2.247], [2.175, 0.848, 0.108], [3.455, -0.690, -1.233], [3.302, -1.973, 0.077], [-0.907, -0.567, 0.168], [-2.611, -0.422, -0.412], [-2.230, 1.133, -1.748], [-3.752, 1.060, -2.724], [-0.238, -0.581, -0.687], [-0.646, 0.243, 0.843], [-0.819, -1.502, 0.714], [-4.584, 0.766, -2.094], [-3.915, 2.060, -3.114], [-3.657, 0.339, -3.533]], "lowdin_charge": [0.00, -0.22, -0.22, 0.01, 0.06, 0.05, 0.10, 0.11, 0.06, 0.06, -0.53, 0.44, 0.43, -0.49, 0.01, 0.02, 0.03, 0.02, 0.02, 0.03], "e_homo_ev": -7.767, "lumo_ev": 0.658, "total_charge": 0, "relative_energy_kj_mol": 168.8}

(3)
{"formula": "C49H38BiN5O6PSbSe4", "method": "ωB97M-V/def2-TZVPD", "species": ["Bi", "C", "O", "C", "C", "C", "C", "C", "C", "N", "N", "C", "C", "C", "C", "O", "C", "N", "C", "C", "C", "C", "H", "H", "H", "H", "H", "H", "H", "H", "H", "H", "H", "H", "O", "C", "O", "C", "C", "C", "C", "C", "C", "P", "C", "C", "C", "C", "C", "C", "C", "C", "C", "C", "C", "C", "H", "H", "H", "H", "H", "H", "H", "H", "H", "H", "H", "H", "H", "H", "O", "C", "N", "C", "O", "C", "C", "C", "C", "C", "C", "H", "H", "H", "H", "Se", "Sb", "Se", "Se", "Se", "C", "C", "C", "C", "C", "C", "N", "H", "H", "H", "H", "H", "H", "H", "H"], "xyz": [[1.407, 0.817, -0.356], [-3.363, 5.751, -3.139], [-3.416, 6.026, -1.794], [-3.948, 5.126, -0.889], [-3.299, 5.062, 0.343], [-3.705, 4.237, 1.332], [-4.836, 3.399, 1.033], [-5.427, 3.351, -0.198], [-5.035, 4.249, -1.171], [-5.352, 2.526, 2.080], [-4.580, 1.904, 2.818], [-3.159, 1.830, 2.566], [-2.191, 2.230, 3.488], [-0.846, 2.253, 3.178], [-0.394, 1.788, 1.935], [0.879, 1.737, 1.697], [-1.336, 1.216, 1.125], [-0.882, 0.643, -0.066], [-1.690, 0.089, -0.964], [-3.043, 0.071, -0.717], [-3.522, 0.563, 0.461], [-2.694, 1.189, 1.422], [-2.904, 6.600, -3.656], [-4.364, 5.481, -3.534], [-2.717, 4.984, -3.397], [-2.377, 5.613, 0.494], [-3.219, 4.307, 2.307], [-6.202, 2.652, -0.456], [-5.532, 4.119, -2.102], [-2.498, 2.773, 4.416], [-0.150, 2.565, 3.935], [-1.204, -0.275, -1.817], [-3.716, -0.342, -1.397], [-4.566, 0.590, 0.714], [4.057, 0.865, 2.693], [3.174, 0.002, 2.519], [2.669, -0.378, 1.416], [2.560, -0.704, 3.710], [3.045, -0.431, 4.979], [2.386, -0.879, 6.083], [1.238, -1.606, 5.984], [0.828, -1.976, 4.708], [1.411, -1.500, 3.496], [0.591, -1.761, 1.826], [1.469, -3.129, 0.860], [2.153, -4.216, 1.646], [2.013, -5.531, 1.321], [1.380, -5.942, 0.033], [0.696, -5.106, -0.749], [0.579, -3.630, -0.369], [-0.917, -2.661, 2.347], [-1.963, -1.781, 2.686], [-3.191, -2.236, 3.091], [-3.413, -3.606, 2.991], [-2.427, -4.524, 2.558], [-1.174, -4.012, 2.239], [3.912, 0.222, 5.010], [2.752, -0.452, 7.067], [0.680, -2.067, 6.882], [0.027, -2.696, 4.686], [2.610, -3.974, 2.631], [2.501, -6.227, 1.949], [1.431, -7.003, -0.223], [0.187, -5.394, -1.610], [-0.432, -3.220, -0.371], [-1.688, -0.722, 2.767], [-3.896, -1.547, 3.500], [-4.447, -4.029, 3.209], [-2.749, -5.547, 2.372], [-0.464, -4.732, 1.974], [1.073, 0.247, -2.994], [1.173, -0.935, -2.692], [0.772, -1.388, -1.522], [1.475, -2.711, -1.229], [2.442, -2.615, -0.151], [2.066, -3.126, -2.577], [2.857, -4.167, -3.015], [3.250, -4.188, -4.336], [3.057, -3.104, -5.192], [2.434, -1.957, -4.690], [1.887, -2.002, -3.431], [3.162, -4.940, -2.281], [3.812, -4.988, -4.748], [3.479, -3.223, -6.179], [2.405, -1.010, -5.239], [5.485, -2.152, -9.747], [6.986, -1.864, -8.039], [6.310, -0.630, -6.217], [9.507, -1.223, -8.714], [8.748, -3.560, -7.801], [-1.156, 2.767, -2.554], [-0.252, 3.512, -1.541], [-0.177, 4.902, -1.369], [0.982, 5.096, -0.573], [1.535, 3.895, -0.278], [2.731, 3.547, 0.544], [0.823, 2.930, -0.897], [-1.407, 3.393, -3.395], [-2.117, 2.473, -2.076], [-0.697, 1.869, -2.826], [-0.925, 5.593, -1.857], [1.441, 6.004, -0.174], [3.313, 4.475, 0.690], [3.416, 2.903, -0.013], [2.403, 3.178, 1.513]], "lowdin_charge": [2.06, -0.11, -0.10, -0.23, -0.01, 0.00, -0.25, -0.06, 0.00, 0.06, 0.06, -0.27, -0.05, 0.02, -0.38, -0.22, -0.18, 0.00, -0.11, -0.02, 0.02, -0.15, 0.10, 0.10, 0.04, 0.12, 0.12, 0.11, 0.09, 0.13, 0.12, 0.08, 0.09, 0.11, 0.00, -0.63, -0.30, -0.13, -0.04, -0.13, -0.12, -0.09, -0.22, 1.17, -0.43, -0.03, -0.07, -0.09, -0.04, -0.14, -0.36, -0.11, -0.09, -0.10, -0.07, -0.09, 0.12, 0.12, 0.12, 0.09, 0.12, 0.08, 0.09, 0.09, 0.13, 0.09, 0.10, 0.11, 0.10, 0.07, -0.06, -0.61, 0.01, -0.35, -0.03, -0.06, -0.03, -0.09, -0.06, 0.00, -0.08, 0.12, 0.09, 0.10, 0.13, -0.20, -0.40, -0.16, -0.12, -0.10, -0.03, -0.32, -0.08, -0.11, -0.44, -0.08, -0.14, 0.05, 0.06, 0.01, 0.10, 0.09, 0.08, 0.07, 0.06], "e_homo_ev": -3.280, "lumo_ev": 2.966, "total_charge": -2, "relative_energy_kj_mol": 312.4}